DFT (ωB97M-V/def2-TZVPD) results for a 8-piece molecular cluster, C38H89ClN5O10S7 overall.

For the lowest unoccupied orbital energy, the calculation gives -0.0618 Ha. As for the HOMO energy: -10.0 eV. Its charge is +1.

Last column: Löwdin charge in e.
CARTESIAN COORDINATES (ANGSTROEM)
C -5.818 -0.989 -2.179  -0.094
C -5.183 -0.862 -0.780  -0.246
C -4.607 0.531 -0.522  -0.183
C -3.534 0.905 -1.556  -0.163
N -2.359 1.580 -0.970  0.099
C -1.364 0.840 -0.418  -0.338
N -0.935 0.955 0.828  0.188
C 0.097 0.120 0.938  -0.354
N 0.818 0.012 2.075  -0.384
Cl 0.221 0.929 3.372  0.827
C 2.053 -0.755 2.269  -0.167
C 2.551 -0.810 3.710  -0.256
O 1.672 -1.476 4.567  -0.195
C 1.668 -2.901 4.471  -0.242
C 0.378 -3.422 3.826  -0.048
N 0.296 -0.559 -0.220  0.097
C 1.219 -1.612 -0.683  -0.280
C 0.959 -2.958 0.024  -0.013
C 2.699 -1.184 -0.769  -0.188
C 2.924 0.302 -1.018  -0.082
N -0.643 -0.036 -1.111  0.070
C -0.727 -0.360 -2.527  -0.115
C -1.402 -1.686 -2.881  -0.152
C -1.059 -2.111 -4.315  -0.179
C -1.007 -0.969 -5.343  -0.180
C 0.397 -0.389 -5.604  -0.189
C 0.627 1.089 -5.291  -0.197
C -0.430 2.059 -5.840  -0.145
C -1.231 2.851 -4.822  -0.161
O -0.347 3.361 -3.800  -0.027
C -0.942 4.069 -2.825  -0.552
C -0.018 4.411 -1.690  0.023
O -2.097 4.377 -2.876  0.102
H -6.865 -1.280 -2.122  0.076
H -5.318 -1.763 -2.766  0.068
H -5.766 -0.068 -2.756  0.040
H -5.923 -1.091 -0.012  0.104
H -4.374 -1.590 -0.670  0.098
H -4.190 0.592 0.486  0.111
H -5.419 1.262 -0.581  0.114
H -3.940 1.571 -2.317  0.114
H -3.196 0.011 -2.077  0.084
H -2.635 2.281 -0.290  0.147
H 2.846 -0.295 1.675  0.111
H 1.894 -1.780 1.952  0.093
H 3.524 -1.316 3.662  0.107
H 2.730 0.188 4.107  0.115
H 2.538 -3.244 3.900  0.115
H 1.740 -3.277 5.491  0.084
H -0.085 -2.620 3.244  0.063
H 0.574 -4.268 3.168  0.074
H -0.340 -3.726 4.585  0.079
H 0.934 -1.765 -1.717  0.112
H 0.415 -3.639 -0.629  0.081
H 0.382 -2.838 0.938  0.063
H 1.907 -3.438 0.272  0.091
H 3.103 -1.717 -1.633  0.127
H 3.249 -1.537 0.101  0.092
H 2.771 0.911 -0.122  0.070
H 2.241 0.676 -1.786  0.064
H 3.930 0.494 -1.385  0.076
H -1.230 0.495 -2.975  0.118
H 0.294 -0.356 -2.918  0.113
H -1.070 -2.454 -2.179  0.103
H -2.485 -1.620 -2.761  0.097
H -1.805 -2.839 -4.634  0.113
H -0.099 -2.636 -4.309  0.111
H -1.375 -1.377 -6.285  0.112
H -1.714 -0.182 -5.062  0.104
H 1.129 -0.975 -5.037  0.107
H 0.639 -0.543 -6.654  0.074
H 1.574 1.366 -5.752  0.085
H 0.780 1.250 -4.220  0.078
H 0.057 2.774 -6.506  0.118
H -1.158 1.531 -6.461  0.121
H -1.723 3.691 -5.313  0.131
H -2.018 2.266 -4.337  0.112
H 0.889 4.897 -2.044  0.082
H -0.540 5.119 -1.057  0.054
H 0.263 3.522 -1.126  0.084
C 0.178 5.359 2.967  -0.267
S -0.472 6.316 1.594  0.793
O 0.656 6.531 0.649  -0.551
C -0.697 7.846 2.502  -0.265
H 0.423 4.369 2.588  0.032
H 1.074 5.846 3.351  0.061
H -0.583 5.278 3.744  0.056
H 0.260 8.158 2.919  0.061
H -1.434 7.694 3.290  0.056
H -1.058 8.593 1.799  0.053
C -8.560 3.525 -3.226  -0.268
S -7.581 2.698 -4.482  0.819
O -7.340 1.313 -3.988  -0.558
C -6.071 3.620 -4.186  -0.272
H -9.541 3.055 -3.216  0.052
H -8.077 3.403 -2.256  0.055
H -8.660 4.580 -3.482  0.056
H -5.768 3.502 -3.146  0.048
H -6.232 4.672 -4.418  0.057
H -5.305 3.216 -4.844  0.046
C 3.078 3.519 -3.325  -0.266
S 3.916 2.554 -4.579  0.807
O 4.072 1.194 -3.982  -0.556
C 5.510 3.366 -4.447  -0.262
H 2.076 3.111 -3.231  0.014
H 3.618 3.426 -2.382  0.066
H 3.020 4.563 -3.634  0.066
H 5.871 3.289 -3.422  0.059
H 5.408 4.408 -4.747  0.058
H 6.193 2.855 -5.122  0.053
C 2.218 -1.678 -9.911  -0.268
S 0.988 -0.374 -9.993  0.817
O 0.053 -0.603 -8.855  -0.564
C 0.156 -0.975 -11.463  -0.267
H 2.817 -1.507 -9.019  0.049
H 1.715 -2.642 -9.844  0.060
H 2.854 -1.631 -10.795  0.056
H -0.199 -1.990 -11.285  0.060
H 0.847 -0.946 -12.306  0.056
H -0.685 -0.313 -11.655  0.051
C 0.570 -1.875 9.740  -0.261
S 0.776 -1.984 7.965  0.811
O 0.963 -3.430 7.637  -0.562
C 2.407 -1.253 7.894  -0.266
H -0.387 -2.327 9.996  0.026
H 1.381 -2.414 10.231  0.062
H 0.570 -0.827 10.039  0.059
H 3.093 -1.826 8.519  0.061
H 2.369 -0.215 8.225  0.064
H 2.726 -1.292 6.855  0.006
C -0.474 -5.876 11.720  -0.264
S -1.533 -5.027 10.543  0.781
O -2.353 -4.061 11.321  -0.550
C -2.576 -6.443 10.180  -0.268
H 0.233 -5.146 12.109  0.048
H -1.083 -6.273 12.531  0.059
H 0.066 -6.674 11.210  0.055
H -3.030 -6.802 11.104  0.059
H -1.975 -7.223 9.713  0.054
H -3.349 -6.111 9.491  0.050
C 6.740 -2.041 4.861  -0.262
S 5.366 -2.111 6.017  0.767
O 5.786 -1.398 7.248  -0.527
C 5.477 -3.869 6.358  -0.249
H 6.865 -1.002 4.562  0.051
H 7.645 -2.395 5.355  0.061
H 6.511 -2.654 3.989  0.052
H 6.466 -4.095 6.755  0.062
H 5.287 -4.429 5.442  0.055
H 4.713 -4.104 7.097  0.052

DFT (ωB97M-V/def2-TZVPD) results for a 12-piece molecular cluster, C38H89F30N10O4P5 overall in a non-equilibrium geometry.

The multiplicity is 2. For the lowest unoccupied orbital energy (spin up / spin down), the calculation gives -0.2847 / -0.4341 Ha. As for the HOMO energy (spin up / spin down): -15.1 / -15.1 eV. Its charge is +3.

Last column: Löwdin charge in e.
CARTESIAN COORDINATES (ANGSTROEM)
C 6.772 0.083 3.401  0.033
N 5.310 -0.057 3.879  -0.288
C 5.149 -1.377 4.757  0.035
C 4.941 1.169 4.784  0.029
C 4.361 -0.186 2.594  -0.075
C 4.231 1.040 1.699  -0.227
O 3.634 2.177 2.329  -0.060
H 7.400 0.020 4.290  0.111
H 6.709 1.082 2.970  0.101
H 6.938 -0.743 2.709  0.094
H 5.705 -1.314 5.692  0.103
H 5.338 -2.237 4.114  0.095
H 4.098 -1.456 5.035  0.097
H 5.302 1.061 5.807  0.103
H 3.856 1.269 4.752  0.101
H 5.389 2.089 4.409  0.103
H 3.384 -0.482 2.975  0.121
H 4.758 -1.047 2.057  0.112
H 3.546 0.755 0.901  0.117
H 5.153 1.304 1.180  0.117
H 3.348 2.754 1.617  0.026
C 3.380 2.705 -5.252  0.010
N 2.368 1.599 -5.320  -0.303
C 1.723 1.545 -3.882  0.029
C 1.219 1.798 -6.367  0.043
C 3.063 0.277 -5.784  -0.061
C 4.315 -0.169 -4.995  -0.192
O 4.052 -0.530 -3.630  -0.097
H 2.836 3.628 -5.452  0.111
H 3.889 2.540 -6.202  0.106
H 4.004 2.732 -4.359  0.113
H 2.515 1.387 -3.150  0.077
H 0.998 0.738 -3.991  0.070
H 1.327 2.522 -3.605  0.104
H 1.619 1.809 -7.381  0.107
H 0.825 2.806 -6.234  0.103
H 0.462 1.021 -6.266  0.091
H 3.416 0.562 -6.775  0.133
H 2.340 -0.538 -5.755  0.127
H 5.199 0.465 -4.930  0.129
H 4.560 -1.126 -5.455  0.124
H 4.871 -0.572 -3.131  0.093
C -1.086 -1.796 0.089  0.006
N -0.575 -0.381 -0.053  -0.294
C 0.467 -0.221 -1.155  0.031
C -1.729 0.513 -0.502  0.015
C 0.078 0.030 1.304  -0.046
C 0.293 1.531 1.583  -0.196
O -0.945 2.195 1.759  -0.110
H -1.451 -2.260 -0.827  0.088
H -1.865 -1.795 0.851  0.102
H -0.273 -2.457 0.388  0.076
H 1.166 -0.974 -0.792  0.100
H 0.823 0.806 -1.064  0.090
H 0.024 -0.521 -2.104  0.070
H -2.216 0.162 -1.412  0.101
H -1.358 1.535 -0.584  0.087
H -2.451 0.339 0.296  0.076
H 1.031 -0.493 1.385  0.113
H -0.624 -0.328 2.056  0.125
H 0.794 2.093 0.795  0.107
H 0.819 1.625 2.533  0.130
H -0.929 2.855 2.456  0.013
C -4.283 -5.137 -4.434  0.064
N -4.090 -5.064 -2.828  -0.274
C -5.081 -4.037 -2.384  -0.019
C -4.444 -6.474 -2.196  0.053
C -2.643 -4.662 -2.428  -0.058
C -2.217 -4.835 -0.934  -0.207
O -2.977 -3.996 -0.090  -0.077
H -3.838 -4.249 -4.884  0.085
H -5.317 -5.135 -4.777  0.108
H -3.708 -5.990 -4.797  0.099
H -6.107 -4.377 -2.526  0.107
H -4.969 -3.080 -2.895  0.107
H -4.996 -3.886 -1.308  0.097
H -3.858 -7.225 -2.726  0.104
H -5.522 -6.588 -2.309  0.106
H -4.131 -6.553 -1.155  0.087
H -2.522 -3.673 -2.872  0.092
H -1.985 -5.300 -3.017  0.138
H -1.189 -4.595 -0.660  0.111
H -2.259 -5.881 -0.631  0.116
H -3.127 -4.420 0.758  0.110
C -5.765 6.522 2.051  -0.002
C -5.973 5.331 1.041  -0.140
N -4.953 5.508 0.061  -0.006
C -4.999 6.272 -1.129  0.217
C -3.736 5.985 -1.830  0.185
N -3.034 5.053 -1.072  -0.004
C -3.701 4.889 0.116  0.178
C -1.673 4.664 -1.439  0.057
H -4.706 6.756 2.160  0.075
H -6.196 6.146 2.978  0.084
H -6.257 7.441 1.730  0.089
H -6.926 5.423 0.519  0.148
H -5.978 4.319 1.445  0.106
H -5.732 7.039 -1.331  0.169
H -3.338 6.506 -2.689  0.167
H -3.528 4.160 0.894  0.160
H -1.681 3.617 -1.741  0.104
H -1.081 4.624 -0.524  0.110
H -1.226 5.291 -2.211  0.122
C 3.268 -3.390 -2.457  -0.051
C 3.518 -4.874 -2.027  -0.122
N 4.915 -5.082 -1.599  -0.034
C 5.792 -6.011 -2.106  0.005
C 7.066 -5.883 -1.477  0.019
N 6.955 -4.871 -0.542  -0.091
C 5.609 -4.475 -0.551  0.038
C 7.997 -4.337 0.332  0.014
H 3.755 -2.935 -3.319  0.062
H 3.304 -2.789 -1.548  0.057
H 2.216 -3.327 -2.735  0.077
H 3.325 -5.524 -2.880  0.127
H 2.856 -5.131 -1.200  0.111
H 5.572 -6.617 -2.972  0.134
H 8.037 -6.325 -1.641  0.137
H 5.167 -3.641 -0.026  0.139
H 8.981 -4.334 -0.136  0.110
H 7.916 -4.959 1.224  0.109
H 7.807 -3.334 0.717  0.090
C -3.092 -1.539 4.047  -0.072
C -2.669 -0.599 5.116  -0.170
N -3.700 0.452 5.383  -0.018
C -4.898 0.319 6.130  0.037
C -5.563 1.553 6.063  0.029
N -4.801 2.301 5.193  -0.081
C -3.782 1.592 4.694  -0.015
C -5.188 3.659 4.863  0.002
H -4.072 -1.954 4.283  0.094
H -2.369 -2.344 3.917  0.087
H -3.130 -0.979 3.112  0.054
H -1.705 -0.097 5.026  0.126
H -2.445 -1.157 6.025  0.129
H -5.174 -0.559 6.694  0.132
H -6.452 1.969 6.515  0.140
H -3.125 1.796 3.861  0.151
H -6.212 3.920 5.130  0.108
H -5.010 3.737 3.790  0.067
H -4.541 4.376 5.367  0.099
P 2.063 -3.915 1.959  0.188
F 0.850 -3.030 2.479  -0.148
F 1.245 -5.260 2.469  -0.170
F 1.252 -4.153 0.516  -0.214
F 3.291 -4.923 1.469  -0.188
F 2.816 -2.681 1.266  -0.179
F 2.850 -3.577 3.300  -0.137
P -1.346 5.025 3.680  0.243
F -2.334 6.343 3.426  -0.202
F -0.751 5.147 2.191  -0.164
F -0.316 6.215 4.161  -0.160
F -0.179 3.912 3.845  -0.146
F -2.071 4.930 5.156  -0.159
F -2.345 3.869 3.119  -0.187
P -1.531 -1.347 -4.626  0.188
F -2.030 -0.520 -5.913  -0.137
F -1.704 -2.756 -5.455  -0.172
F -0.005 -1.256 -5.236  -0.187
F -0.848 -2.211 -3.459  -0.172
F -1.444 0.023 -3.731  -0.184
F -3.016 -1.467 -3.986  -0.158
P 3.257 4.302 -0.714  0.173
F 2.616 2.861 -1.015  -0.171
F 1.889 5.094 -1.129  -0.182
F 2.788 4.213 0.819  -0.140
F 3.968 5.732 -0.491  -0.139
F 4.637 3.490 -0.280  -0.173
F 3.673 4.551 -2.263  -0.175
P -5.390 1.254 1.032  0.157
F -5.859 2.110 2.307  -0.156
F -5.193 -0.045 1.999  -0.160
F -6.897 0.615 0.818  -0.164
F -4.783 0.442 -0.227  -0.148
F -5.839 2.483 0.078  -0.168
F -3.989 1.968 1.194  -0.154